(P)
Entry from OMol25: a cluster of 2 separate species, C4H7NO in total (ωB97M-V/def2-TZVPD).

Atoms and positions in Å:
C  -0.317  1.175  0.180
C  -1.111  -0.115  0.037
N  -2.134  -0.129  -0.637
O  -0.665  -1.058  0.674
H  0.059  1.323  1.238
H  -0.645  2.234  -0.133
H  0.706  1.092  -0.217
H  -3.099  -0.918  -0.383
H  -2.677  0.795  -0.864
C  2.798  -0.379  -0.545
C  2.142  0.217  0.270
H  3.500  -0.882  -1.321
H  1.342  0.337  1.092

Computed properties:
Gap between HOMO and LUMO (Ha): 0.3696
Total charge: 0


(Q)
Entry from OMol25: a cluster of 2 separate species, C4H7NO in total (ωB97M-V/def2-TZVPD).

Atoms and positions in Å:
C  1.691  0.876  -0.585
C  2.169  0.219  0.578
C  1.094  -0.417  1.143
N  -0.015  -0.091  0.417
C  0.353  0.637  -0.684
H  2.278  1.476  -1.261
H  3.179  0.211  0.948
H  0.966  -0.820  2.136
H  -0.925  -0.490  0.581
H  -0.390  1.061  -1.342
O  -3.513  -0.819  -0.266
H  -3.028  -0.282  -0.899
H  -3.860  -1.562  -0.766

Computed properties:
Gap between HOMO and LUMO (Ha): 0.3296
Total charge: 0


(R)
Entry from OMol25: an isolated molecule of C4H7NO (ωB97M-V/def2-TZVPD).

Atoms and positions in Å:
C  -0.960  1.151  0.400
C  -0.069  0.039  -0.104
C  1.097  0.392  -0.968
O  1.610  -0.378  -1.750
C  0.267  -1.148  0.744
N  -0.711  -1.248  -0.319
H  -1.777  1.334  -0.306
H  -1.406  0.873  1.359
H  -0.403  2.085  0.537
H  1.522  1.401  -0.787
H  1.241  -1.607  0.585
H  -0.109  -1.173  1.763
H  -0.297  -1.706  -1.131

Computed properties:
Gap between HOMO and LUMO (Ha): 0.4009
Total charge: 0


Quick one: least stable of them? (P)


(P)
Entry from OMol25: an isolated molecule of C4H7NO (ωB97M-V/def2-TZVPD).

Atoms and positions in Å:
C  -2.258  -0.472  -0.572
C  -1.196  -0.848  0.444
C  0.176  -0.260  0.302
N  1.376  -0.136  -0.075
C  2.039  1.067  0.390
O  2.179  -0.888  -0.784
H  -1.840  -0.241  -1.551
H  -2.941  -1.341  -0.597
H  -2.867  0.451  -0.257
H  -1.459  -1.419  1.428
H  1.431  1.879  0.464
H  2.519  0.862  1.262
H  2.843  1.345  -0.456

Computed properties:
Gap between HOMO and LUMO (Ha): 0.3293
Total charge: 0


(Q)
Entry from OMol25: an isolated molecule of C4H7NO (ωB97M-V/def2-TZVPD).

Atoms and positions in Å:
O  1.836  -1.080  0.241
N  1.747  0.168  -0.204
C  0.503  0.973  0.198
C  -0.632  0.072  0.018
C  -0.903  -1.151  -0.302
C  -2.059  -0.354  0.226
H  2.563  0.751  0.087
H  1.736  0.172  -1.247
H  0.441  1.868  -0.433
H  0.583  1.268  1.247
H  -0.562  -2.113  -0.593
H  -2.428  -0.550  1.227
H  -2.825  -0.022  -0.466

Computed properties:
Gap between HOMO and LUMO (Ha): 0.3355
Total charge: 0


(R)
Entry from OMol25: a cluster of 2 separate species, C4H7NO in total (ωB97M-V/def2-TZVPD).

Atoms and positions in Å:
N  -1.511  2.346  -0.147
C  -1.397  1.215  0.062
C  -1.234  -0.222  0.317
C  -0.068  -0.836  -0.460
C  1.280  -0.571  0.174
O  1.423  -0.388  1.362
H  -1.053  -0.365  1.386
H  -2.172  -0.721  0.056
H  -0.122  -1.928  -0.379
H  -0.104  -0.591  -1.529
H  2.140  -0.658  -0.523
H  1.397  1.303  0.214
H  1.286  1.353  -0.520

Computed properties:
Gap between HOMO and LUMO (Ha): 0.4077
Total charge: 0


Quick one: least stable of them? (P)


(P)
Entry from OMol25: an isolated molecule of C4H7NO (ωB97M-V/def2-TZVPD).

Atoms and positions in Å:
C  1.098  0.092  0.823
O  1.207  -0.877  -0.210
C  0.152  -0.727  -1.134
C  -0.898  -0.326  -0.044
N  -1.540  0.953  0.093
C  -0.074  1.074  0.287
H  2.043  0.542  0.782
H  0.827  -0.304  1.836
H  0.008  0.231  -1.907
H  -0.063  -1.728  -1.607
H  -1.087  -1.170  0.719
H  -2.040  0.980  1.052
H  0.365  1.261  -0.689

Computed properties:
Gap between HOMO and LUMO (Ha): 0.3523
Total charge: 0


(Q)
Entry from OMol25: a cluster of 2 separate species, C4H7NO in total (ωB97M-V/def2-TZVPD).

Atoms and positions in Å:
O  1.610  -1.905  0.092
C  1.717  -0.822  -0.447
N  1.800  0.367  0.211
C  -0.707  1.202  -0.096
C  -1.491  0.328  0.838
C  -1.475  0.022  -0.612
H  1.763  -0.700  -1.546
H  1.693  0.363  1.216
H  1.604  1.237  -0.265
H  -0.928  -0.325  1.503
H  -2.348  0.804  1.312
H  -2.315  0.284  -1.253
H  -0.923  -0.854  -0.952

Computed properties:
Gap between HOMO and LUMO (Ha): 0.3262
Total charge: 0


Quick one: least stable of them? (P)


(P)
Entry from OMol25: a cluster of 2 separate species, C4H7NO in total (ωB97M-V/def2-TZVPD).

Atoms and positions in Å:
C  0.498  -2.570  -0.237
C  -0.429  -1.548  -0.838
C  -1.295  -0.897  -0.134
O  -2.044  -0.297  0.528
H  1.508  -2.429  -0.614
H  0.176  -3.581  -0.493
H  0.512  -2.475  0.846
H  -0.400  -1.383  -1.903
C  0.603  2.791  0.569
N  -0.223  3.569  0.049
H  0.663  2.506  1.623
H  1.344  2.343  -0.081
H  -0.911  3.971  0.684

Computed properties:
Gap between HOMO and LUMO (Ha): 0.3559
Total charge: 0


(Q)
Entry from OMol25: an isolated molecule of C4H7NO (ωB97M-V/def2-TZVPD).

Atoms and positions in Å:
N  2.088  -0.277  -0.104
C  1.018  0.029  0.449
C  0.350  -0.924  1.178
C  -1.005  -0.350  -0.696
C  -0.808  1.021  -0.445
O  0.421  1.193  0.140
H  2.337  0.569  -0.601
H  0.746  -1.931  1.154
H  -0.140  -0.625  2.078
H  -2.007  -0.559  -1.035
H  -0.502  -1.214  -1.045
H  -1.572  1.409  0.226
H  -0.896  1.635  -1.336

Computed properties:
Gap between HOMO and LUMO (spin up / spin down) (Ha): 0.3166 / 0.3060
Total charge: 0


Quick one: least stable of them? (Q)


(P)
Entry from OMol25: an isolated molecule of C4H7NO (ωB97M-V/def2-TZVPD).

Atoms and positions in Å:
C  0.134  1.254  -0.438
C  0.336  -0.147  -0.357
C  1.488  -0.437  0.503
C  -0.778  -1.014  -0.503
N  -2.033  -0.703  -0.081
O  -2.408  0.414  0.477
H  -0.649  1.524  -1.284
H  0.844  2.128  -0.019
H  2.278  -1.029  -0.179
H  1.241  -1.281  1.269
H  1.990  0.472  0.685
H  -0.820  -2.206  -0.778
H  -1.623  1.026  0.706

Computed properties:
Gap between HOMO and LUMO (Ha): 0.3384
Total charge: 0


(Q)
Entry from OMol25: a cluster of 2 separate species, C4H7NO in total (ωB97M-V/def2-TZVPD).

Atoms and positions in Å:
C  -1.620  0.017  0.543
C  -0.245  -0.436  0.168
C  0.373  0.135  -0.889
O  -0.417  0.609  -1.882
C  1.447  0.017  1.736
N  2.339  -0.387  1.046
H  -1.854  -0.300  1.563
H  -1.642  1.113  0.530
H  -2.374  -0.357  -0.146
H  0.133  -1.318  0.660
H  2.372  -0.729  0.091
H  1.418  0.432  -0.965
H  0.073  1.205  -2.454

Computed properties:
Gap between HOMO and LUMO (Ha): 0.3250
Total charge: 0


Quick one: least stable of them? (P)


(P)
Entry from OMol25: an isolated molecule of C4H7NO (ωB97M-V/def2-TZVPD).

Atoms and positions in Å:
O  -1.436  -1.120  0.336
C  -0.064  -0.913  0.108
C  0.106  0.060  -1.046
C  0.151  1.421  -0.328
C  0.698  1.167  1.071
N  0.573  -0.144  1.197
H  -1.550  -1.813  0.999
H  0.454  -1.872  -0.028
H  0.836  -0.611  2.056
H  -0.699  -0.047  -1.775
H  1.063  -0.137  -1.539
H  -0.860  1.828  -0.188
H  0.727  2.182  -0.862

Computed properties:
Gap between HOMO and LUMO (Ha): 0.3245
Total charge: 0


(Q)
Entry from OMol25: an isolated molecule of C4H7NO (ωB97M-V/def2-TZVPD).

Atoms and positions in Å:
O  2.502  -0.745  -0.260
N  1.822  0.442  0.007
C  0.576  0.237  0.005
C  -0.314  -0.959  -0.231
C  -1.520  -0.019  0.095
C  -0.562  1.189  0.261
H  3.421  -0.459  -0.227
H  -0.244  -1.380  -1.240
H  -0.149  -1.776  0.483
H  -2.245  0.196  -0.685
H  -2.039  -0.345  1.003
H  -0.648  1.959  -0.517
H  -0.587  1.687  1.230

Computed properties:
Gap between HOMO and LUMO (Ha): 0.3878
Total charge: 0


Quick one: least stable of them? (Q)


(P)
Entry from OMol25: a cluster of 2 separate species, C4H5NO2 in total (ωB97M-V/def2-TZVPD).

Atoms and positions in Å:
O  1.804  -1.360  -1.775
C  1.021  -0.712  -1.142
N  -0.416  -0.791  -1.304
C  -0.932  0.140  -0.599
C  0.042  0.919  0.251
O  0.726  0.040  1.145
C  1.339  0.355  -0.102
H  -2.007  0.317  -0.601
H  -0.136  1.932  0.599
H  2.291  0.877  -0.085
H  -1.536  -0.967  1.718
H  -2.189  -0.732  1.986

Computed properties:
Gap between HOMO and LUMO (Ha): 0.3532
Total charge: 0


(Q)
Entry from OMol25: an isolated molecule of C4H5NO2 (ωB97M-V/def2-TZVPD).

Atoms and positions in Å:
O  1.124  2.365  -0.106
C  1.171  1.196  -0.207
N  1.496  0.015  -0.340
C  0.505  -1.020  -0.620
C  -0.855  -0.622  -0.050
C  -0.763  0.612  0.719
O  -1.016  -0.625  1.363
H  0.841  -1.987  -0.236
H  0.432  -1.087  -1.709
H  -1.766  -0.954  -0.552
H  0.309  0.666  1.041
H  -1.478  1.440  0.697

Computed properties:
Gap between HOMO and LUMO (Ha): 0.3957
Total charge: 0


(R)
Entry from OMol25: an isolated molecule of C4H5NO2 (ωB97M-V/def2-TZVPD).

Atoms and positions in Å:
C  -1.780  -0.643  0.240
C  -0.578  0.200  0.187
C  0.230  1.175  0.061
O  0.584  2.411  -0.269
N  0.903  0.045  0.672
C  1.650  -0.822  -0.158
O  1.169  -1.654  -0.888
H  -1.627  -1.551  -0.349
H  -1.999  -0.931  1.274
H  -2.638  -0.097  -0.160
H  1.441  2.598  0.142
H  2.740  -0.728  0.002

Computed properties:
Gap between HOMO and LUMO (Ha): 0.3251
Total charge: 0


(S)
Entry from OMol25: an isolated molecule of C4H5NO2 (ωB97M-V/def2-TZVPD).

Atoms and positions in Å:
O  -1.137  2.301  -0.256
C  -0.467  1.338  -0.029
C  -0.952  -0.036  0.351
C  -0.185  -1.099  -0.440
N  1.234  -0.914  -0.295
C  1.629  0.231  0.028
O  0.923  1.422  -0.048
H  -0.750  -0.148  1.427
H  -2.028  -0.101  0.197
H  -0.465  -1.115  -1.496
H  -0.362  -2.088  -0.013
H  2.560  0.209  0.573

Computed properties:
Gap between HOMO and LUMO (Ha): 0.4048
Total charge: 0


Quick one: least stable of them? (R)


(P)
Entry from OMol25: a structure of composition C4H5NO2 (ωB97M-V/def2-TZVPD).

Atoms and positions in Å:
N  0.388  1.310  0.900
C  0.156  0.223  0.058
C  -1.349  -0.027  -0.608
C  -0.644  -1.014  0.191
O  0.270  -1.810  -0.575
C  1.105  -0.716  -0.678
O  2.229  -0.710  -1.091
H  0.817  2.096  0.420
H  0.951  1.033  1.688
H  -2.140  0.486  -0.072
H  -0.806  0.491  -1.391
H  -0.977  -1.362  1.159

Computed properties:
Gap between HOMO and LUMO (Ha): 0.3763
Total charge: 0


(Q)
Entry from OMol25: a structure of composition C4H5NO2 (ωB97M-V/def2-TZVPD).

Atoms and positions in Å:
C  0.395  0.154  -0.234
C  -1.124  0.104  0.101
C  -1.998  -0.873  0.018
C  0.948  1.532  -0.069
H  2.719  -1.626  0.016
H  -1.762  1.049  0.964
H  -1.880  -2.028  -0.801
H  -3.118  -0.589  0.345
H  2.001  1.490  -0.468
N  1.110  -0.897  -0.111
O  2.513  -0.720  0.244
O  0.196  2.403  -0.005

Computed properties:
Gap between HOMO and LUMO (Ha): 0.3391
Total charge: 0


Quick one: least stable of them? (Q)